The following is a DFT calculation (wB97M-V/def2-TZVPD) of one molecule with the formula C21H26N10O2 in a non-equilibrium geometry.

```
59
Properties=species:S:1:pos:R:3:forces:R:3:nbo_charge:R:1
C -7.2435 -2.4220 0.9776 0.231 -0.068 0.028 -0.601
C -5.7344 -2.4251 0.7728 -0.034 0.199 -0.206 -0.420
C -5.2804 -1.1622 0.0263 -0.091 -0.178 0.208 -0.209
N -3.8686 -1.0802 -0.2887 0.149 0.025 0.096 -0.462
C -3.4319 -1.9374 -1.3804 -0.129 0.098 -0.370 -0.220
C -3.6254 -1.2534 -2.7369 0.166 0.021 0.219 -0.398
C -2.8740 0.0687 -2.8216 -0.169 -0.157 -0.082 -0.609
C -2.9949 -1.1279 0.8746 -0.238 -0.242 0.044 -0.284
C -1.7725 -0.3447 0.5597 0.628 -0.172 -0.088 0.240
C -0.4526 -0.7023 0.2991 -1.051 0.308 0.299 -0.075
C 0.1064 -2.0608 0.3625 0.114 -0.167 0.000 0.652
O -0.5968 -3.0542 0.4607 -0.053 0.069 -0.004 -0.615
N 1.4579 -2.1863 0.3071 0.285 -1.246 0.012 -0.420
N 2.3140 -1.1600 0.2349 0.660 0.552 0.094 -0.220
C 3.5665 -1.3867 0.1854 -0.633 -0.667 0.050 0.075
C 4.4911 -0.2994 0.0970 0.277 0.917 -0.057 -0.216
C 4.1629 1.0362 0.0160 -0.183 -0.663 0.037 0.046
N 5.2915 1.7853 -0.0599 0.052 0.402 -0.023 -0.506
C 6.3875 0.9637 -0.0305 0.239 -0.506 0.026 0.109
C 7.7403 1.2692 -0.0812 0.087 0.044 -0.005 -0.232
C 8.6330 0.2192 -0.0320 0.032 0.196 -0.014 -0.215
C 8.1917 -1.1022 0.0654 0.000 -0.240 0.015 -0.233
C 6.8496 -1.4099 0.1163 0.104 0.011 -0.005 -0.208
C 5.9244 -0.3697 0.0680 -0.040 0.434 -0.025 -0.009
N 0.2277 0.4189 -0.0440 0.296 0.142 -0.273 -0.162
N -0.5538 1.4141 -0.0191 -0.042 1.005 -0.128 -0.087
N -1.7838 0.9968 0.3524 0.306 -1.538 0.219 -0.195
C -2.8101 1.9031 0.4674 -1.114 1.627 0.016 0.230
N -3.9543 1.7149 1.0592 0.802 -0.666 -0.046 -0.088
O -4.6341 2.8587 0.9544 -0.258 -0.127 0.148 -0.125
N -3.9256 3.8097 0.2943 0.818 0.459 -0.521 -0.168
C -2.7796 3.2650 -0.0322 -0.922 -0.862 0.654 0.300
N -1.7893 3.8241 -0.7418 0.365 0.398 -0.384 -0.810
H -7.5590 -3.3111 1.5188 -0.113 -0.035 0.039 0.211
H -7.5474 -1.5462 1.5470 -0.106 0.084 0.060 0.203
H -7.7594 -2.4021 0.0198 -0.107 0.007 -0.078 0.201
H -5.2363 -2.4753 1.7429 0.071 -0.051 0.018 0.195
H -5.4469 -3.3130 0.2057 0.067 -0.042 0.050 0.196
H -5.5313 -0.2820 0.6259 -0.109 -0.029 -0.069 0.207
H -5.8261 -1.0891 -0.9173 -0.085 0.059 0.014 0.194
H -3.9650 -2.8985 -1.3828 0.101 -0.021 0.084 0.180
H -2.3716 -2.1587 -1.2458 -0.013 -0.064 0.003 0.209
H -4.6877 -1.0719 -2.9092 -0.068 -0.076 -0.073 0.193
H -3.2714 -1.9311 -3.5164 -0.091 -0.053 -0.052 0.202
H -2.9933 0.5160 -3.8057 0.042 0.095 -0.073 0.211
H -3.2632 0.7609 -2.0794 0.011 0.121 0.049 0.206
H -1.8115 -0.0813 -2.6390 0.178 0.035 0.031 0.198
H -2.6930 -2.1470 1.1530 -0.059 0.207 0.063 0.233
H -3.5133 -0.6517 1.7102 0.038 -0.115 0.009 0.237
H 1.8099 -3.1499 0.3402 -0.232 0.326 -0.013 0.375
H 3.9772 -2.4045 0.2052 -0.105 0.003 -0.013 0.153
H 3.1804 1.4647 0.0046 -0.193 0.147 -0.006 0.233
H 5.3222 2.7888 -0.1295 -0.033 -0.139 0.011 0.416
H 8.0793 2.2920 -0.1563 0.062 0.091 -0.007 0.213
H 9.6934 0.4189 -0.0692 0.078 0.036 -0.004 0.213
H 8.9234 -1.8957 0.1013 0.046 -0.072 0.004 0.212
H 6.5229 -2.4362 0.1920 -0.006 -0.118 0.009 0.207
H -1.8214 4.8135 -0.9079 0.047 0.005 -0.014 0.405
H -0.9084 3.3291 -0.7465 -0.076 0.194 0.023 0.433
```
Forces are in eV/Å.

structure (SMILES): CCCN(CCC)Cc1c(C(=O)N/N=C/c2c[nH]c3ccccc23)nnn1-c1nonc1N
E_LUMO: 0.3 eV
spin multiplicity: 1
Kohn-Sham gap: 8.04 eV